DFT (ωB97M-V/def2-TZVPD) results for a molecular structure, C33H26N5O5PRhS at a distorted geometry.

Positions of all 72 atoms, in Å:
Rh: -0.041 -0.050 0.044
O: -0.060 -0.250 2.904
C: -0.611 0.287 1.967
C: -1.775 1.212 2.185
C: -2.227 1.428 3.485
C: -3.306 2.260 3.725
C: -3.940 2.880 2.660
C: -3.492 2.676 1.359
C: -2.404 1.841 1.092
P: -1.692 1.535 -0.616
C: -2.505 -0.019 -1.103
C: -2.477 -0.358 -2.458
C: -3.113 -1.502 -2.924
C: -3.778 -2.332 -2.037
C: -3.807 -2.015 -0.679
C: -3.181 -0.874 -0.219
C: -2.683 2.798 -1.494
C: -3.892 2.497 -2.124
C: -4.610 3.503 -2.761
C: -4.135 4.805 -2.782
C: -2.931 5.108 -2.160
C: -2.209 4.108 -1.523
H: -1.732 0.944 4.317
H: -3.653 2.426 4.738
H: -4.787 3.530 2.838
H: -4.035 3.198 0.585
H: -1.973 0.286 -3.170
H: -3.085 -1.738 -3.979
H: -4.274 -3.224 -2.399
H: -4.330 -2.666 0.009
H: -3.233 -0.645 0.838
H: -4.299 1.496 -2.120
H: -5.548 3.260 -3.244
H: -4.699 5.584 -3.278
H: -2.556 6.122 -2.172
H: -1.270 4.356 -1.040
O: 3.820 2.448 -7.420
S: 3.453 1.616 -8.558
O: 4.588 1.106 -9.315
O: 2.356 2.138 -9.365
C: 2.717 0.105 -7.798
N: 2.670 -0.991 -8.563
C: 2.151 -2.066 -7.969
C: 1.692 -2.074 -6.670
C: 1.780 -0.875 -5.962
N: 2.301 0.221 -6.542
C: 1.345 -0.713 -4.579
C: 0.635 -1.706 -3.857
C: 0.258 -1.481 -2.560
N: 0.528 -0.321 -1.881
C: 1.218 0.639 -2.588
C: 1.623 0.485 -3.884
H: 2.113 -2.964 -8.580
H: 1.295 -2.985 -6.244
H: 0.363 -2.654 -4.303
H: -0.283 -2.236 -2.007
H: 1.431 1.560 -2.055
H: 2.156 1.290 -4.371
N: 5.891 1.122 1.293
C: 4.564 0.890 1.048
C: 4.193 -0.109 0.092
C: 2.888 -0.335 -0.153
N: 1.898 0.373 0.498
C: 2.225 1.285 1.376
C: 3.579 1.582 1.685
H: 6.589 0.602 0.809
H: 6.171 1.814 1.953
H: 4.958 -0.670 -0.427
H: 2.581 -1.078 -0.871
H: 1.448 1.837 1.883
H: 3.807 2.347 2.415
O: -0.292 -1.696 0.252

Properties
Energy relative to the best compared isomer or geometry (same formula, charge and spin) ... 101.4 kJ/mol
HOMO energy (alpha / beta) ... -2.42 / -4.56 eV
2S+1 ... 5
Lowest unoccupied orbital energy (alpha / beta) ... 1.48 / 0.38 eV
⟨S²⟩ ... 6.04
Frontier orbital gap (alpha / beta) ... 3.9059 / 4.9380 eV
Net charge ... -1
Max |F| ... 4.20 eV Å⁻¹

Löwdin analysis output, partial charges in e: number 1, Rh, carries 1.0447; number 2, O, carries 0.0087; number 3, C, carries -0.4411; number 4, C, carries -0.2242; number 5, C, carries -0.0264; number 6, C, carries -0.0781; number 7, C, carries -0.0751; number 8, C, carries -0.0670; number 9, C, carries -0.2785; number 10, P, carries 1.0501; number 11, C, carries -0.4090; number 12, C, carries -0.1289; number 13, C, carries -0.0724; number 14, C, carries -0.0773; number 15, C, carries -0.0763; number 16, C, carries -0.0938; number 17, C, carries -0.3697; number 18, C, carries -0.0789; number 19, C, carries -0.0736; number 20, C, carries -0.0822; number 21, C, carries -0.0777; number 22, C, carries -0.0979; number 23, H, carries 0.1153; number 24, H, carries 0.1022; number 25, H, carries 0.1029; number 26, H, carries 0.0992; number 27, H, carries 0.1228; number 28, H, carries 0.1118; number 29, H, carries 0.1005; number 30, H, carries 0.1029; number 31, H, carries 0.1047; number 32, H, carries 0.1057; number 33, H, carries 0.1049; number 34, H, carries 0.1027; number 35, H, carries 0.1040; number 36, H, carries 0.1064; number 37, O, carries -0.3954; number 38, S, carries 0.3950; number 39, O, carries -0.3893; number 40, O, carries -0.3871; number 41, C, carries -0.3574; number 42, N, carries 0.0943; number 43, C, carries -0.1558; number 44, C, carries -0.0339; number 45, C, carries -0.2480; number 46, N, carries 0.1437; number 47, C, carries -0.1801; number 48, C, carries -0.0407; number 49, C, carries -0.1955; number 50, N, carries -0.2146; number 51, C, carries -0.1925; number 52, C, carries -0.0259; number 53, H, carries 0.0954; number 54, H, carries 0.0850; number 55, H, carries 0.0928; number 56, H, carries 0.0878; number 57, H, carries 0.0851; number 58, H, carries 0.1105; number 59, N, carries 0.1306; number 60, C, carries -0.3090; number 61, C, carries 0.0121; number 62, C, carries -0.0855; number 63, N, carries -0.0877; number 64, C, carries -0.1079; number 65, C, carries -0.0047; number 66, H, carries 0.0962; number 67, H, carries 0.0954; number 68, H, carries 0.1189; number 69, H, carries 0.1162; number 70, H, carries 0.1103; number 71, H, carries 0.1103; number 72, O, carries -0.3302